11
Properties=species:S:1:pos:R:3:lowdin_spin:R:1 method="wB97M-V/def2-TZVPD" lumo_energy_ev="-0.391 / -4.160" e_homo_ev="-7.414 / -10.362" de_lowest_kj_mol=27.2 homo_lumo_gap_ev="7.0 / 6.2" s2=3.77 multiplicity=4
O 0.668 -1.739 -0.010 0.33
C 1.122 -0.592 -0.410 0.03
O 1.787 -0.424 -1.444 0.15
C -2.067 1.011 0.412 0.39
C -1.007 1.655 -0.221 0.19
O 0.729 0.438 0.345 0.55
Au -0.149 -0.917 1.520 1.33
H -2.529 1.498 1.276 0.02
H -2.712 0.357 -0.186 0.01
H -0.617 2.577 0.218 0.00
H -0.842 1.523 -1.295 0.00

11
Properties=species:S:1:pos:R:3:lowdin_spin:R:1 method="wB97M-V/def2-TZVPD" lumo_energy_ev="-5.252 / -6.978" e_homo_ev="-14.360 / -14.904" de_lowest_kj_mol=322.4 charge=+1 homo_lumo_gap_ev="9.1 / 7.9" s2=2.01 multiplicity=3
O -1.463 1.223 0.026 0.32
C -1.693 -0.149 -0.239 0.08
C -0.626 -1.123 0.237 0.72
O 0.632 -0.359 -0.057 0.23
Au 0.329 1.508 -0.093 0.55
H -1.852 -0.284 -1.331 0.01
H -2.629 -0.490 0.249 0.01
H -0.616 -1.099 1.344 0.04
C 1.948 -0.515 -0.315 0.03
O 2.503 0.654 0.090 0.01
H 3.467 0.634 0.089 0.00

9
Properties=species:S:1:pos:R:3:nbo_charge:R:1 method="wB97M-V/def2-TZVPD" lumo_energy_ev=-0.893 e_homo_ev=-10.835 smiles="BC(=C)C#N" de_lowest_kj_mol=72.6 homo_lumo_gap_ev=9.9 multiplicity=1
B -0.003 1.236 0.038 0.46
C -0.861 -0.109 -0.014 -0.50
C -0.186 -1.249 -0.019 -0.21
C -2.294 -0.001 0.003 0.26
N -3.430 0.170 0.005 -0.30
H -0.710 2.049 -0.237 -0.09
H 1.164 1.429 -0.110 -0.07
H -0.685 -2.285 0.121 0.22
H 0.927 -1.136 -0.108 0.22

11
Properties=species:S:1:pos:R:3:nbo_charge:R:1 method="wB97M-V/def2-TZVPD" lumo_energy_ev=-2.131 e_homo_ev=-8.026 de_lowest_kj_mol=331.6 homo_lumo_gap_ev=5.9 multiplicity=1
H -2.923 -0.690 -2.551 0.16
O 0.604 -1.218 0.244 -0.96
O -1.632 -0.914 -1.025 -0.68
C -2.013 -0.344 -2.034 0.37
C 1.607 1.001 0.705 -0.15
O 1.003 0.509 1.898 -0.53
C 0.427 0.111 0.602 -0.23
H -1.425 0.472 -2.490 0.17
H 1.550 2.089 0.564 0.16
H 2.591 0.569 0.475 0.17
Be -0.678 -0.505 -0.065 1.53

9
Properties=species:S:1:pos:R:3:nbo_charge:R:1 method="wB97M-V/def2-TZVPD" lumo_energy_ev=0.793 e_homo_ev=-9.242 smiles="BrC1=CC1.F" de_lowest_kj_mol=237.6 homo_lumo_gap_ev=10.0 multiplicity=1
Br 0.151 2.102 2.123 0.10
C -0.483 1.036 0.710 -0.10
C -1.272 0.137 0.296 -0.19
C -0.368 0.828 -0.755 -0.42
H -2.064 -0.703 0.457 0.25
H 0.408 0.068 -1.039 0.17
H -0.730 1.506 -1.572 0.20
F 1.831 -1.093 1.207 -0.56
H 2.505 -1.135 0.559 0.56

9
Properties=species:S:1:pos:R:3:nbo_charge:R:1 method="wB97M-V/def2-TZVPD" lumo_energy_ev=1.077 e_homo_ev=-9.092 de_lowest_kj_mol=196.8 homo_lumo_gap_ev=10.2 multiplicity=1
C 0.822 1.680 0.009 0.31
C 0.239 -1.439 0.021 -0.38
C -0.987 -1.349 -0.463 -0.31
N 1.054 2.758 0.406 -0.73
Br -2.292 -0.378 0.322 0.06
H 1.086 3.684 0.555 0.42
H 0.897 -2.094 -0.516 0.20
H 0.516 -1.179 1.043 0.21
H -1.335 -1.684 -1.377 0.21